The following is a quantum chemistry calculation of 12 unconnected molecules or ions with the total composition C45H96O18S3, from OMol25.

Values from the calculation:
ΔE to the lowest compared entry with this formula, charge and spin in kcal/mol: 81.2
Electronic energy in hartree: -4320.6583
LUMO in eV: 0.38

Structure (ORCA input):
```
! wB97M-V def2-TZVPD RIJCOSX def2/J DEFGRID3
* xyz 0 1
C -3.965 3.213 -3.223
C -2.867 2.109 -3.048
O -2.772 1.318 -4.147
S -3.884 0.159 -4.529
C -4.882 1.024 -5.684
O -3.189 -0.861 -5.285
O -4.684 -0.181 -3.306
H -4.108 4.028 -2.514
H -4.986 2.860 -3.365
H -3.807 3.756 -4.155
H -1.921 2.613 -2.851
H -3.053 1.553 -2.129
H -5.065 1.988 -5.209
H -5.781 0.409 -5.732
H -4.165 1.135 -6.497
C 0.479 2.647 -3.821
C 1.954 2.660 -4.187
O 2.511 3.961 -3.961
S 3.766 4.464 -4.938
C 4.456 5.893 -3.932
O 4.711 3.389 -5.064
O 3.244 5.012 -6.192
H 0.275 2.315 -2.803
H -0.257 2.172 -4.469
H 0.269 3.715 -3.773
H 2.691 1.931 -3.850
H 2.060 2.372 -5.232
H 5.358 6.203 -4.460
H 4.781 5.461 -2.985
H 3.791 6.725 -3.701
C -1.970 0.833 4.137
C -2.070 1.910 5.330
O -1.159 2.982 5.172
S -1.597 4.144 4.121
C -0.317 5.352 4.749
O -1.310 3.734 2.772
O -2.958 4.678 4.415
H -2.663 0.010 4.313
H -0.959 0.436 4.045
H -2.176 1.349 3.199
H -3.116 2.183 5.464
H -1.861 1.543 6.335
H 0.562 4.819 4.388
H -0.331 5.177 5.825
H -0.460 6.297 4.224
C 0.975 -5.325 0.145
C 1.118 -5.730 -1.341
C 1.139 -7.222 -1.554
O 1.102 -7.642 -0.156
C 1.495 -6.602 0.735
H -0.001 -5.138 0.595
H 1.588 -4.522 0.555
H 2.106 -5.431 -1.689
H 0.403 -5.265 -2.020
H 1.981 -7.715 -2.039
H 0.223 -7.497 -2.078
H 2.583 -6.633 0.786
H 1.229 -6.726 1.784
C -5.122 -4.327 0.852
C -4.039 -3.568 1.546
C -2.814 -4.477 1.471
O -3.097 -5.305 0.346
C -4.331 -4.924 -0.315
H -5.928 -3.680 0.505
H -5.424 -5.105 1.553
H -4.214 -3.461 2.617
H -3.788 -2.567 1.197
H -2.723 -4.914 2.465
H -2.012 -3.837 1.102
H -4.914 -5.594 -0.946
H -3.998 -4.154 -1.010
C -0.758 -1.572 -0.033
C 0.255 -0.897 0.914
C -0.082 0.573 0.572
O -0.195 0.560 -0.785
C -0.647 -0.730 -1.327
H -1.763 -1.371 0.338
H -0.733 -2.631 -0.292
H 1.212 -1.190 0.483
H 0.264 -1.080 1.989
H 0.781 1.225 0.705
H -0.987 1.064 0.932
H 0.140 -1.065 -2.004
H -1.678 -0.586 -1.649
C -5.799 -0.065 1.420
C -5.637 0.957 2.498
C -5.688 2.243 1.696
O -5.035 1.847 0.470
C -4.804 0.446 0.368
H -6.820 -0.023 1.041
H -5.650 -1.067 1.823
H -4.636 0.856 2.918
H -6.441 0.879 3.230
H -5.276 3.089 2.245
H -6.748 2.486 1.621
H -3.799 0.190 0.703
H -4.989 -0.111 -0.551
C 3.810 0.739 0.626
C 3.537 0.700 -0.894
C 4.737 1.460 -1.440
O 5.145 2.378 -0.457
C 5.007 1.693 0.790
H 3.967 -0.229 1.101
H 3.023 1.275 1.156
H 2.610 1.215 -1.145
H 3.592 -0.300 -1.325
H 4.549 2.043 -2.342
H 5.531 0.794 -1.780
H 4.903 2.404 1.610
H 5.987 1.217 0.786
C -2.008 -5.393 -4.530
C -0.608 -4.824 -4.843
C -0.535 -3.419 -4.292
O -1.260 -3.631 -3.066
C -2.359 -4.463 -3.321
H -1.931 -6.473 -4.409
H -2.646 -5.246 -5.402
H -0.369 -4.898 -5.904
H 0.114 -5.510 -4.399
H -1.044 -2.592 -4.787
H 0.550 -3.315 -4.290
H -3.232 -3.845 -3.533
H -2.542 -5.141 -2.488
C 2.364 1.148 5.172
C 2.022 1.930 3.897
C 3.031 3.093 3.820
O 4.079 2.745 4.802
C 3.422 2.038 5.861
H 2.674 0.234 4.666
H 1.584 0.910 5.895
H 1.085 2.442 4.117
H 1.851 1.372 2.977
H 2.631 4.036 4.194
H 3.497 3.321 2.861
H 2.831 2.752 6.435
H 3.994 1.487 6.608
C 4.108 -2.949 1.427
C 3.144 -3.036 2.614
C 3.813 -4.053 3.522
O 4.206 -5.018 2.573
C 4.792 -4.398 1.452
H 4.854 -2.191 1.665
H 3.583 -2.831 0.479
H 2.135 -3.254 2.264
H 3.071 -2.045 3.062
H 3.125 -4.655 4.116
H 4.679 -3.734 4.100
H 4.467 -4.938 0.563
H 5.875 -4.491 1.541
C 1.339 4.513 -0.220
C 2.655 4.909 -0.884
C 3.441 5.443 0.295
O 2.453 5.994 1.122
C 1.113 5.692 0.699
H 1.433 3.677 0.473
H 0.517 4.257 -0.889
H 2.522 5.701 -1.621
H 3.181 4.124 -1.427
H 4.032 6.302 -0.023
H 4.033 4.642 0.738
H 0.758 6.598 0.208
H 0.481 5.446 1.551
*
```